[1]
{
  "formula": "C24H40CdF6N3O5S2Si3",
  "method": "ωB97M-V with the def2-TZVPD basis set",
  "elements": ["Cd", "C", "C", "C", "C", "C", "H", "H", "H", "H", "H", "F", "C", "F", "F", "S", "O", "O", "N", "S", "O", "O", "C", "F", "F", "F", "C", "Si", "C", "C", "C", "Si", "C", "C", "C", "Si", "C", "C", "C", "C", "C", "C", "C", "N", "H", "H", "H", "H", "H", "H", "H", "H", "H", "H", "H", "H", "H", "H", "H", "H", "H", "H", "H", "H", "H", "H", "H", "H", "H", "H", "H", "H", "C", "N", "C", "C", "O", "H", "H", "H", "H", "H", "H", "H"],
  "xyz": [[0.732, -0.088, 0.150], [1.204, -1.226, 3.437], [2.318, -0.463, 3.009], [1.844, 0.669, 2.348], [0.402, 0.600, 2.332], [0.039, -0.581, 3.041], [1.256, -2.176, 3.954], [3.358, -0.721, 3.150], [2.424, 1.499, 1.978], [-0.255, 1.444, 2.167], [-0.979, -0.904, 3.214], [-3.516, 1.712, -2.422], [-4.538, 2.239, -1.758], [-5.654, 1.629, -2.152], [-4.630, 3.530, -2.093], [-4.312, 2.090, 0.067], [-3.066, 2.765, 0.316], [-5.516, 2.648, 0.598], [-4.289, 0.546, 0.339], [-3.079, -0.452, 0.270], [-1.883, 0.034, -0.385], [-2.924, -1.193, 1.484], [-3.794, -1.683, -0.904], [-4.091, -1.128, -2.076], [-4.904, -2.221, -0.401], [-2.917, -2.666, -1.117], [4.311, 0.622, -0.303], [3.502, -0.714, -1.362], [4.691, -0.942, -2.817], [3.566, -2.307, -0.356], [1.749, -0.313, -1.861], [1.613, 1.196, -2.942], [2.865, 2.542, -2.537], [1.981, 0.805, -4.761], [-0.102, 1.973, -2.932], [0.867, -1.749, -2.598], [-0.756, -1.324, -3.447], [1.844, -2.800, -3.824], [0.331, -2.963, -1.222], [0.012, -4.291, -1.502], [-0.473, -5.114, -0.501], [-0.640, -4.589, 0.770], [-0.302, -3.263, 0.986], [0.179, -2.478, 0.023], [4.911, 0.163, 0.487], [3.580, 1.275, 0.172], [4.971, 1.251, -0.906], [5.691, -1.165, -2.432], [4.767, -0.028, -3.412], [4.399, -1.752, -3.485], [4.607, -2.547, -0.122], [3.132, -3.163, -0.878], [3.032, -2.189, 0.592], [3.884, 2.232, -2.785], [2.834, 2.832, -1.487], [2.633, 3.420, -3.149], [2.986, 0.394, -4.885], [1.923, 1.724, -5.352], [1.274, 0.092, -5.196], [-0.570, 1.961, -1.949], [-0.777, 1.449, -3.612], [-0.040, 3.013, -3.269], [-0.607, -0.791, -4.389], [-1.387, -0.710, -2.802], [-1.300, -2.247, -3.667], [2.250, -2.174, -4.622], [1.199, -3.550, -4.291], [2.676, -3.320, -3.347], [0.141, -4.671, -2.508], [-0.727, -6.146, -0.709], [-1.030, -5.184, 1.584], [-0.416, -2.801, 1.956], [-1.304, 5.314, -0.361], [-0.020, 4.656, -0.241], [1.177, 5.444, -0.410], [0.047, 3.336, 0.009], [1.081, 2.688, 0.099], [-1.408, 6.098, 0.395], [-2.100, 4.584, -0.223], [-1.413, 5.770, -1.349], [1.164, 6.299, 0.271], [1.257, 5.817, -1.435], [2.041, 4.819, -0.193], [-0.938, 2.872, 0.118]],
  "lowdin_charge": [1.43, -0.18, -0.18, -0.25, -0.30, -0.21, 0.08, 0.08, 0.06, 0.07, 0.08, 0.13, -0.68, 0.14, 0.13, 0.58, -0.31, -0.27, -0.29, 0.58, -0.37, -0.27, -0.68, 0.13, 0.14, 0.13, -0.18, 0.34, -0.18, -0.19, -0.57, 0.36, -0.18, -0.18, -0.17, 0.41, -0.17, -0.18, -0.32, -0.08, -0.07, -0.06, -0.13, 0.01, 0.03, -0.01, 0.02, 0.03, 0.01, 0.01, 0.03, 0.02, 0.01, 0.02, 0.00, 0.03, 0.02, 0.03, 0.01, 0.00, 0.02, 0.04, 0.02, 0.01, 0.04, 0.02, 0.02, 0.02, 0.10, 0.10, 0.10, 0.08, -0.04, -0.17, -0.04, -0.33, -0.08, 0.09, 0.06, 0.09, 0.09, 0.09, 0.08, 0.10],
  "total_charge": -1,
  "energy_ev": -106423.3166,
  "homo_energy_ev": -4.86,
  "multiplicity": 1,
  "max_force_ev_per_a": 0.23,
  "relative_energy_kj_mol": 5.33
}

=====

[2]
{
  "formula": "C15H25F8N4O",
  "method": "ωB97M-V with the def2-TZVPD basis set",
  "elements": ["C", "C", "N", "C", "N", "N", "C", "C", "C", "C", "C", "C", "C", "N", "H", "H", "H", "H", "H", "H", "H", "H", "H", "H", "H", "H", "H", "H", "H", "H", "H", "H", "H", "H", "H", "C", "C", "C", "F", "F", "F", "F", "O", "C", "C", "F", "F", "F", "F", "H", "H", "H", "H"],
  "xyz": [[0.187, 5.260, 4.224], [-0.063, 4.963, 2.919], [-1.123, 4.136, 2.415], [-1.358, 4.331, 1.061], [-1.994, 5.411, 0.555], [-0.931, 3.317, 0.312], [-1.793, 2.820, -0.783], [-3.226, 2.494, -0.368], [-0.271, 2.338, 1.245], [0.057, 0.928, 0.758], [-0.814, -0.211, 1.332], [-0.753, -1.442, 0.429], [-1.078, 2.600, 2.499], [-0.713, 1.967, 3.705], [0.204, 6.286, 4.578], [0.405, 4.501, 4.970], [0.617, 5.343, 2.156], [-1.631, 6.342, 0.664], [-2.875, 5.322, 0.081], [-1.354, 1.955, -1.266], [-1.823, 3.604, -1.541], [-3.310, 1.506, 0.084], [-3.689, 3.251, 0.264], [-3.820, 2.448, -1.281], [0.712, 2.793, 1.425], [1.071, 0.730, 1.102], [0.093, 0.859, -0.329], [-1.838, 0.113, 1.523], [-0.378, -0.487, 2.291], [0.267, -1.614, 0.092], [-1.429, -1.348, -0.420], [-1.067, -2.323, 0.990], [-2.099, 2.301, 2.246], [-1.486, 2.003, 4.357], [0.098, 2.387, 4.143], [1.990, -5.987, -3.246], [3.308, -5.804, -2.475], [3.230, -5.613, -0.956], [2.546, -4.494, -0.633], [4.483, -5.485, -0.469], [4.020, -4.800, -3.027], [4.015, -6.953, -2.658], [1.446, -4.853, -3.904], [0.631, -3.962, -3.270], [1.257, -2.563, -3.219], [2.436, -2.582, -2.573], [0.423, -1.736, -2.536], [0.267, -4.385, -2.046], [-0.499, -3.849, -4.004], [2.241, -6.663, -4.062], [1.241, -6.503, -2.645], [2.756, -6.476, -0.481], [1.412, -2.177, -4.227]],
  "lowdin_charge": [0.05, -0.15, 0.05, -0.34, 0.21, 0.08, -0.15, -0.05, -0.19, -0.13, -0.25, -0.10, -0.30, 0.14, 0.07, 0.06, 0.12, 0.13, 0.11, 0.12, 0.13, 0.08, 0.08, 0.09, 0.16, 0.13, 0.11, 0.10, 0.10, 0.07, 0.07, 0.08, 0.15, 0.11, 0.09, -0.03, -0.44, -0.30, 0.09, 0.10, 0.14, 0.11, 0.05, -0.55, -0.28, 0.10, 0.07, 0.15, 0.15, 0.15, 0.15, 0.17, 0.18],
  "total_charge": 1,
  "energy_ev": -45698.9909,
  "homo_energy_ev": -11.74,
  "multiplicity": 1,
  "max_force_ev_per_a": 2.36
}

=====

[3]
{
  "formula": "F2HOP",
  "method": "ωB97M-V with the def2-TZVPD basis set",
  "elements": ["F", "P", "F", "O", "H"],
  "xyz": [[0.655, 1.461, -0.277], [-0.327, -0.825, -0.433], [-1.219, -0.120, 0.569], [1.103, 0.114, -0.122], [2.003, 0.023, -0.556]],
  "lowdin_charge": [0.17, 1.62, -0.03, -0.03, 0.26],
  "total_charge": 2,
  "energy_ev": -16758.2104,
  "homo_energy_ev": -27.34,
  "multiplicity": 1,
  "max_force_ev_per_a": 2.34
}

=====

[4]
{
  "formula": "C21H31EuF5P2S",
  "method": "ωB97M-V with the def2-TZVPD basis set",
  "elements": ["P", "P", "C", "C", "H", "H", "H", "H", "C", "H", "H", "H", "C", "H", "H", "H", "C", "H", "H", "H", "C", "H", "H", "H", "Eu", "C", "C", "C", "C", "C", "C", "C", "C", "C", "H", "H", "H", "H", "H", "H", "H", "H", "H", "H", "H", "H", "H", "H", "H", "F", "C", "C", "F", "C", "F", "C", "S", "C", "F", "C", "F"],
  "xyz": [[-0.263, -2.324, 0.550], [-0.803, 2.120, 0.240], [-1.362, -0.825, 0.217], [-1.080, 0.442, -0.610], [-1.554, -0.453, 1.280], [-2.340, -1.255, -0.060], [-0.336, 0.265, -1.398], [-1.898, 0.548, -1.333], [-2.436, 2.707, -0.409], [-2.874, 3.129, 0.518], [-3.104, 1.892, -0.734], [-2.367, 3.463, -1.209], [0.417, 3.292, -0.616], [0.066, 3.779, -1.539], [1.483, 3.015, -0.806], [0.569, 4.123, 0.097], [-1.099, -3.797, -0.162], [-0.978, -4.638, 0.528], [-0.573, -4.022, -1.104], [-2.144, -3.547, -0.351], [1.451, -2.681, 0.022], [2.056, -1.831, -0.311], [1.416, -3.459, -0.779], [1.991, -3.109, 0.890], [1.757, 0.764, -1.013], [1.066, 1.807, -3.191], [-0.292, 1.914, -3.152], [-1.241, 1.002, -3.819], [-0.791, -0.499, -3.899], [0.068, -1.067, -2.815], [1.430, -0.933, -2.738], [2.272, -0.349, -3.823], [1.788, 1.035, -4.267], [-0.165, -2.375, 2.360], [1.765, 2.504, -2.690], [-0.752, 2.875, -2.912], [-1.415, 1.372, -4.856], [-2.231, 1.091, -3.329], [-1.746, -1.075, -3.945], [-0.311, -0.635, -4.892], [-0.489, -1.659, -2.095], [2.032, -1.453, -1.984], [2.304, -1.049, -4.687], [3.312, -0.284, -3.434], [2.679, 1.620, -4.556], [1.144, 0.916, -5.154], [0.825, -1.954, 2.630], [-0.245, -3.410, 2.736], [-0.935, -1.729, 2.824], [1.304, 0.178, 8.410], [0.850, 0.291, 7.144], [1.740, 0.299, 6.054], [3.076, 0.248, 6.307], [1.232, 0.405, 4.752], [2.014, 0.172, 3.659], [-0.158, 0.652, 4.520], [-0.786, 1.060, 3.019], [-1.029, 0.499, 5.636], [-2.355, 0.500, 5.420], [-0.543, 0.306, 6.919], [-1.409, 0.127, 7.937]],
  "lowdin_charge": [0.92, 0.81, -0.32, -0.51, -0.01, 0.09, -0.06, 0.05, -0.28, 0.03, 0.04, 0.04, -0.36, 0.03, -0.05, 0.05, -0.18, 0.06, 0.05, 0.05, -0.22, -0.04, 0.07, 0.07, 1.20, -0.28, -0.16, -0.19, -0.19, -0.24, -0.43, -0.26, -0.20, -0.20, 0.05, 0.09, 0.13, 0.10, 0.11, 0.11, 0.06, 0.02, 0.11, 0.09, 0.12, 0.11, 0.06, 0.07, 0.03, 0.09, -0.14, -0.14, 0.08, -0.23, 0.01, -0.65, 0.57, -0.26, 0.05, -0.15, 0.09],
  "energy_ev": -84595.4212,
  "s_squared": 15.766,
  "homo_energy_ev": [-4.46, -6.45],
  "multiplicity": 8,
  "max_force_ev_per_a": 2.30
}

=====

[5]
{
  "formula": "C3H9N3O",
  "method": "ωB97M-V with the def2-TZVPD basis set",
  "elements": ["C", "C", "N", "N", "C", "O", "N", "H", "H", "H", "H", "H", "H", "H", "H", "H"],
  "xyz": [[-0.709, 0.724, 0.299], [1.074, -0.813, 0.927], [-0.106, -0.500, 0.120], [-0.023, 1.850, 0.623], [-0.035, -0.748, -2.379], [-1.350, -0.098, 1.820], [0.501, 0.007, -1.520], [-1.910, -0.829, 1.527], [-1.607, 0.886, -0.289], [0.983, 1.768, 0.651], [-0.463, 2.728, 0.400], [1.953, -0.848, 0.277], [1.286, -0.129, 1.752], [0.928, -1.800, 1.367], [0.311, -0.726, -3.424], [-0.833, -1.472, -2.149]],
  "lowdin_charge": [-0.38, -0.11, -0.11, 0.13, -0.11, -0.20, 0.04, 0.01, 0.14, 0.10, 0.10, 0.07, 0.08, 0.08, 0.07, 0.07],
  "energy_ev": -9770.2808,
  "homo_energy_ev": -8.33,
  "multiplicity": 1,
  "max_force_ev_per_a": 4.77,
  "relative_energy_kj_mol": 507.35
}

=====

[6]
{
  "formula": "C6H13N",
  "method": "ωB97M-V with the def2-TZVPD basis set",
  "elements": ["C", "C", "C", "C", "H", "H", "H", "H", "H", "H", "H", "H", "C", "C", "N", "H", "H", "H", "H", "H"],
  "xyz": [[-0.296, 1.249, 0.367], [-1.002, 0.762, 1.600], [-0.751, -0.132, -1.131], [-1.674, -1.073, -0.827], [0.675, 1.693, 0.581], [-0.857, 2.004, -0.183], [-0.864, 0.561, -1.955], [-1.842, 0.108, 1.335], [-1.411, 1.592, 2.185], [-0.320, 0.216, 2.256], [-2.599, -1.101, -1.387], [-1.521, -1.817, -0.059], [1.636, -1.050, 0.466], [1.332, -0.157, -0.687], [2.114, 0.609, -1.299], [1.804, 1.061, -2.150], [0.394, -0.720, -1.379], [2.340, -1.823, 0.152], [2.101, -0.459, 1.256], [0.740, -1.522, 0.860]],
  "lowdin_charge": [-0.15, -0.17, -0.19, -0.09, 0.07, 0.07, 0.10, 0.05, 0.07, 0.06, 0.04, 0.05, -0.04, -0.40, 0.11, 0.06, 0.11, 0.09, 0.09, 0.07],
  "energy_ev": -7916.3935,
  "homo_energy_ev": -6.88,
  "multiplicity": 1,
  "max_force_ev_per_a": 3.01,
  "relative_energy_kj_mol": 621.32
}

=====

Q: Which value of multiplicity does entry 3 give?
A: 1

=====

Q: What is the formula in the third record?
A: F2HOP

=====

Q: Look up the multiplicity of the fifth one.
A: 1

=====

Q: What is the multiplicity in the fourth record?
A: 8